1.
A cluster of 8 separate species, C52H119BrN8O2 in total at a distorted geometry. Source: the OMol25 dataset; level of theory: wB97M-V/def2-TZVPD.

Cartesian coordinates (Å):
C (-1.35, 0.32, -0.94)
C (-0.88, 0.07, 0.47)
N (-0.63, -1.33, 0.79)
C (0.58, -1.96, 0.66)
C (0.46, -3.20, 1.20)
N (-0.86, -3.34, 1.58)
C (-1.51, -2.21, 1.25)
C (-1.48, -4.46, 2.27)
H (-2.15, -0.39, -1.22)
H (-0.55, 0.10, -1.66)
H (-1.78, 1.30, -1.14)
H (-1.69, 0.43, 1.12)
H (-0.05, 0.71, 0.77)
H (1.44, -1.45, 0.26)
H (1.15, -4.00, 1.39)
H (-2.50, -2.00, 1.62)
H (-2.43, -4.24, 2.76)
H (-0.77, -4.89, 2.98)
H (-1.68, -5.33, 1.64)
C (1.78, 2.78, 0.97)
C (2.88, 1.85, 1.45)
C (3.28, 2.14, 2.90)
C (4.00, 3.48, 3.07)
N (4.47, 3.85, 4.45)
C (4.84, 5.32, 4.55)
C (6.35, 5.40, 4.82)
C (6.51, 4.12, 5.65)
C (5.70, 3.09, 4.89)
C (3.38, 3.58, 5.44)
H (1.63, 2.87, -0.11)
H (1.92, 3.83, 1.26)
H (0.77, 2.59, 1.36)
H (3.72, 1.95, 0.77)
H (2.46, 0.85, 1.41)
H (3.81, 1.37, 3.46)
H (2.33, 2.24, 3.45)
H (3.46, 4.32, 2.64)
H (4.88, 3.52, 2.41)
H (4.23, 5.91, 5.23)
H (4.54, 5.85, 3.64)
H (6.57, 6.26, 5.45)
H (6.91, 5.32, 3.90)
H (6.14, 4.26, 6.67)
H (7.56, 3.85, 5.73)
H (5.56, 2.19, 5.47)
H (6.26, 2.82, 3.99)
H (2.44, 4.08, 5.19)
H (3.75, 3.95, 6.40)
H (3.20, 2.51, 5.51)
C (-4.59, -7.91, -4.21)
C (-4.57, -8.84, -3.01)
C (-4.28, -8.09, -1.71)
C (-5.55, -7.88, -0.92)
N (-5.44, -6.93, 0.25)
C (-6.67, -7.06, 1.17)
C (-6.21, -8.03, 2.22)
C (-4.86, -7.42, 2.57)
C (-4.25, -7.20, 1.20)
C (-5.36, -5.55, -0.30)
H (-4.91, -8.41, -5.13)
H (-3.59, -7.52, -4.38)
H (-5.35, -7.13, -4.11)
H (-3.91, -9.70, -3.13)
H (-5.50, -9.42, -2.90)
H (-3.65, -7.20, -1.82)
H (-3.56, -8.69, -1.14)
H (-6.02, -8.81, -0.60)
H (-6.31, -7.43, -1.56)
H (-6.92, -6.06, 1.53)
H (-7.50, -7.38, 0.54)
H (-6.83, -8.21, 3.10)
H (-6.06, -9.00, 1.72)
H (-4.97, -6.45, 3.07)
H (-4.25, -8.05, 3.22)
H (-3.50, -6.42, 1.08)
H (-3.75, -8.09, 0.82)
H (-6.06, -5.39, -1.12)
H (-4.34, -5.27, -0.56)
H (-5.67, -4.85, 0.49)
C (-4.69, 2.76, -0.38)
C (-3.82, 2.65, 0.87)
C (-3.97, 3.90, 1.76)
C (-3.28, 3.84, 3.12)
N (-3.37, 5.14, 3.89)
C (-2.99, 4.85, 5.33)
C (-1.67, 5.54, 5.65)
C (-1.10, 6.02, 4.32)
C (-2.32, 6.14, 3.40)
C (-4.76, 5.68, 3.88)
H (-5.15, 1.83, -0.72)
H (-4.09, 3.14, -1.21)
H (-5.50, 3.47, -0.21)
H (-2.76, 2.48, 0.61)
H (-4.05, 1.75, 1.45)
H (-5.04, 4.04, 1.89)
H (-3.57, 4.72, 1.16)
H (-2.22, 3.65, 2.95)
H (-3.78, 3.03, 3.65)
H (-3.72, 5.36, 5.96)
H (-3.14, 3.81, 5.61)
H (-1.83, 6.39, 6.32)
H (-0.98, 4.93, 6.24)
H (-0.74, 7.04, 4.46)
H (-0.37, 5.40, 3.80)
H (-2.78, 7.12, 3.45)
H (-2.13, 5.89, 2.36)
H (-4.79, 6.63, 4.42)
H (-5.41, 5.02, 4.43)
H (-5.11, 5.91, 2.88)
C (-0.36, 5.56, -1.09)
C (-0.91, 4.36, -1.82)
C (-0.15, 3.96, -3.08)
C (-0.90, 2.98, -3.95)
N (-0.73, 3.12, -5.44)
C (-1.55, 2.02, -6.12)
C (-0.53, 1.10, -6.76)
C (0.58, 2.03, -7.14)
C (0.70, 2.95, -5.93)
C (-1.25, 4.44, -5.92)
H (0.68, 5.44, -0.80)
H (-0.95, 5.80, -0.20)
H (-0.37, 6.45, -1.73)
H (-1.96, 4.55, -2.07)
H (-0.96, 3.44, -1.21)
H (0.85, 3.61, -2.82)
H (0.09, 4.88, -3.62)
H (-1.97, 3.05, -3.76)
H (-0.66, 1.93, -3.73)
H (-2.14, 2.51, -6.90)
H (-2.27, 1.61, -5.42)
H (-0.95, 0.46, -7.54)
H (-0.27, 0.38, -5.97)
H (0.46, 2.63, -8.05)
H (1.56, 1.57, -7.30)
H (1.12, 3.93, -6.09)
H (1.27, 2.39, -5.18)
H (-0.61, 5.25, -5.59)
H (-2.28, 4.55, -5.61)
H (-1.23, 4.43, -7.01)
C (1.61, -2.73, -2.74)
N (1.21, -3.25, -4.10)
C (0.83, -2.06, -4.92)
C (2.40, -4.01, -4.65)
C (0.04, -4.21, -4.02)
C (-0.97, -3.98, -2.93)
O (-1.58, -2.69, -2.98)
H (2.42, -2.05, -2.94)
H (1.84, -3.58, -2.08)
H (0.75, -2.32, -2.21)
H (0.37, -2.44, -5.83)
H (1.69, -1.42, -5.11)
H (0.09, -1.48, -4.39)
H (3.25, -3.33, -4.62)
H (2.12, -4.34, -5.65)
H (2.57, -4.85, -3.98)
H (0.48, -5.20, -3.90)
H (-0.40, -4.28, -5.02)
H (-0.56, -4.06, -1.92)
H (-1.75, -4.75, -2.97)
H (-2.25, -2.67, -3.67)
C (8.60, -0.63, -0.23)
N (7.34, -0.50, 0.58)
C (7.75, -0.15, 1.98)
C (6.44, 0.54, -0.01)
C (6.67, -1.86, 0.51)
C (5.20, -1.90, 0.84)
O (5.01, -1.43, 2.18)
H (8.37, -0.84, -1.27)
H (9.19, -1.41, 0.23)
H (9.15, 0.31, -0.14)
H (8.40, -0.94, 2.34)
H (6.85, 0.01, 2.56)
H (8.23, 0.82, 1.94)
H (6.94, 1.50, -0.02)
H (5.60, 0.65, 0.67)
H (6.25, 0.25, -1.04)
H (7.26, -2.52, 1.15)
H (6.88, -2.22, -0.50)
H (4.84, -2.93, 0.84)
H (4.64, -1.33, 0.10)
H (4.58, -2.12, 2.71)
Br (2.21, 0.99, -2.47)

Results
LUMO energy: -11.291 eV
highest occupied orbital energy: -18.66 eV
total charge: +6

2.
A structure of composition C52H120N7O9Y at a distorted geometry. Source: the OMol25 dataset; level of theory: wB97M-V/def2-TZVPD.

Cartesian coordinates (Å):
Y (-5.86, 0.59, -1.94)
C (-0.87, -0.14, 0.55)
C (-1.46, 1.23, 0.89)
C (-0.49, 2.34, 0.64)
O (-2.68, 1.39, 0.21)
H (-1.56, -0.97, 0.71)
H (-0.01, -0.30, 1.20)
H (-0.44, -0.27, -0.44)
H (-1.73, 1.37, 1.93)
H (-0.88, 3.28, 1.03)
H (-0.25, 2.31, -0.42)
H (0.41, 1.97, 1.13)
C (-5.16, 2.57, 5.27)
O (-6.13, 1.76, 4.74)
H (-4.79, 3.28, 4.53)
H (-5.55, 3.27, 6.01)
H (-4.33, 1.94, 5.61)
H (-6.91, 1.95, 5.26)
C (-5.36, -2.96, 3.22)
C (-5.96, -3.19, 1.82)
C (-6.99, -4.41, 1.75)
O (-7.71, -4.29, 0.53)
C (-8.71, -5.21, 0.49)
N (-6.60, -1.92, 1.40)
H (-4.65, -2.13, 3.21)
H (-4.89, -3.90, 3.49)
H (-6.00, -2.62, 4.04)
H (-5.16, -3.53, 1.16)
H (-7.59, -4.45, 2.66)
H (-6.39, -5.32, 1.81)
H (-9.46, -4.89, -0.23)
H (-9.17, -5.37, 1.47)
H (-8.25, -6.11, 0.09)
H (-7.55, -2.26, 1.51)
H (-6.45, -1.25, 2.14)
C (-5.50, -4.47, -4.91)
C (-4.90, -3.36, -4.11)
C (-3.88, -2.51, -4.99)
O (-3.59, -1.32, -4.19)
C (-2.65, -0.41, -4.76)
N (-5.97, -2.50, -3.64)
H (-6.19, -5.14, -4.39)
H (-4.65, -5.01, -5.32)
H (-6.02, -3.92, -5.70)
H (-4.42, -3.77, -3.22)
H (-4.32, -2.30, -5.96)
H (-3.06, -3.21, -5.14)
H (-1.61, -0.68, -4.58)
H (-2.65, 0.48, -4.13)
H (-2.78, -0.23, -5.83)
H (-6.62, -3.09, -3.15)
H (-6.56, -2.34, -4.45)
C (-11.25, 2.97, -1.08)
C (-9.71, 2.75, -1.40)
C (-8.84, 3.87, -0.78)
O (-7.40, 3.65, -0.85)
C (-6.81, 4.86, -0.42)
N (-9.24, 1.39, -1.14)
H (-11.37, 2.88, 0.00)
H (-11.75, 2.11, -1.52)
H (-11.61, 3.98, -1.27)
H (-9.54, 2.78, -2.47)
H (-9.06, 3.96, 0.29)
H (-9.13, 4.86, -1.15)
H (-7.45, 5.57, 0.10)
H (-6.59, 5.40, -1.35)
H (-5.95, 4.69, 0.23)
H (-9.83, 0.78, -1.70)
H (-9.81, 1.21, -0.32)
C (1.33, 7.59, -1.85)
C (2.60, 8.23, -2.53)
C (3.77, 7.81, -1.58)
C (5.07, 8.31, -2.13)
C (5.17, 7.53, -3.51)
C (4.07, 7.87, -4.54)
N (2.74, 7.70, -3.88)
O (1.68, 8.09, -4.72)
C (4.39, 9.26, -5.18)
C (4.06, 6.77, -5.70)
C (2.40, 9.78, -2.38)
H (0.48, 8.08, -2.33)
H (1.46, 7.77, -0.79)
H (1.20, 6.54, -2.13)
H (3.69, 8.49, -0.73)
H (3.83, 6.75, -1.35)
H (5.84, 7.84, -1.53)
H (5.05, 9.39, -2.24)
H (5.16, 6.46, -3.32)
H (6.15, 7.58, -3.99)
H (3.63, 9.72, -5.80)
H (4.58, 9.94, -4.35)
H (5.26, 9.22, -5.84)
H (4.01, 5.72, -5.43)
H (3.22, 6.71, -6.40)
H (4.86, 6.96, -6.41)
H (2.84, 10.28, -1.51)
H (1.35, 10.05, -2.38)
H (2.82, 10.43, -3.15)
H (1.04, 7.45, -4.41)
C (-0.78, -10.84, 0.57)
C (-1.63, -9.56, 0.70)
C (-1.11, -8.67, 1.95)
C (0.18, -7.96, 1.61)
C (0.19, -7.11, 0.33)
C (-0.23, -7.98, -0.90)
N (-1.51, -8.71, -0.55)
O (-2.11, -9.32, -1.70)
C (-0.55, -7.06, -2.09)
C (0.97, -8.83, -1.38)
C (-3.13, -9.92, 0.94)
H (-1.39, -11.68, 0.89)
H (-0.56, -10.98, -0.49)
H (0.06, -10.74, 1.25)
H (-1.80, -7.95, 2.39)
H (-0.84, -9.34, 2.76)
H (0.43, -7.29, 2.43)
H (1.00, -8.68, 1.52)
H (1.25, -6.84, 0.26)
H (-0.19, -6.10, 0.47)
H (-0.44, -7.43, -3.11)
H (-0.02, -6.12, -1.89)
H (-1.57, -6.68, -2.07)
H (0.72, -9.50, -2.20)
H (1.15, -9.58, -0.62)
H (1.96, -8.40, -1.53)
H (-3.15, -10.65, 1.75)
H (-3.71, -9.05, 1.27)
H (-3.48, -10.51, 0.10)
H (-2.88, -8.76, -1.87)
C (7.11, -3.72, -3.77)
C (7.84, -3.26, -2.48)
C (8.52, -1.95, -2.79)
C (7.42, -0.80, -2.64)
C (6.67, -0.88, -1.28)
C (5.99, -2.21, -1.01)
N (6.99, -3.30, -1.29)
O (6.67, -4.55, -0.76)
C (5.82, -2.12, 0.53)
C (4.63, -2.29, -1.81)
C (9.03, -4.26, -2.27)
H (6.13, -4.20, -3.72)
H (7.78, -4.44, -4.23)
H (7.01, -2.94, -4.52)
H (9.25, -1.71, -2.02)
H (9.08, -1.93, -3.72)
H (6.77, -0.94, -3.51)
H (7.98, 0.10, -2.87)
H (5.84, -0.18, -1.39)
H (7.26, -0.45, -0.48)
H (5.10, -1.32, 0.69)
H (5.46, -3.05, 0.99)
H (6.78, -1.87, 0.99)
H (4.83, -2.30, -2.88)
H (4.26, -3.29, -1.61)
H (3.91, -1.48, -1.67)
H (8.91, -5.34, -2.33)
H (9.48, -4.00, -1.31)
H (9.78, -4.18, -3.07)
H (7.05, -4.53, 0.12)
C (1.78, 2.48, 5.94)
C (2.46, 3.65, 6.76)
C (3.43, 3.28, 7.96)
C (4.82, 3.09, 7.47)
C (5.38, 4.25, 6.54)
C (4.41, 4.48, 5.35)
N (3.07, 4.59, 5.84)
O (2.25, 4.93, 4.80)
C (4.86, 5.93, 4.70)
C (4.71, 3.29, 4.21)
C (1.40, 4.49, 7.58)
H (2.39, 1.59, 5.87)
H (1.54, 2.66, 4.90)
H (0.88, 2.07, 6.39)
H (3.52, 3.99, 8.79)
H (2.99, 2.40, 8.42)
H (4.91, 2.21, 6.84)
H (5.21, 2.87, 8.47)
H (6.45, 4.17, 6.32)
H (5.23, 5.10, 7.21)
H (4.99, 6.70, 5.45)
H (5.72, 5.80, 4.04)
H (4.18, 6.30, 3.93)
H (5.77, 3.03, 4.24)
H (4.18, 2.40, 4.52)
H (4.22, 3.56, 3.28)
H (0.67, 4.78, 6.83)
H (1.87, 5.42, 7.89)
H (0.89, 3.91, 8.35)
H (2.16, 4.13, 4.28)

Results
LUMO energy: -9.188 eV
highest occupied orbital energy: -10.29 eV
total charge: +2